This record from the OMol25 dataset describes a 2-piece molecular cluster, C35H37N3O6P overall. The level of theory is ωB97M-V/def2-TZVPD.

Results
Total charge: -1
Electronic energy, Ha: -2313.12914

```
82
C35H37N3O6P | the OMol25 dataset | ωB97M-V/def2-TZVPD
C -1.794 4.349 0.372
N -2.169 3.207 -0.425
C -2.719 3.517 -1.676
O -2.777 4.675 -2.079
N -3.232 2.431 -2.404
C -3.812 2.767 -3.687
C -2.831 1.105 -2.164
O -2.929 0.254 -3.053
C -2.305 0.812 -0.829
C -2.006 -0.494 -0.529
C -2.109 -1.102 0.764
C -2.806 -0.538 1.871
C -2.720 -1.085 3.141
C -1.915 -2.245 3.350
N -1.642 -2.688 4.614
C -2.348 -2.207 5.776
C -2.724 -0.741 5.653
C -3.399 -0.445 4.314
C -1.022 -3.967 4.863
C -0.011 -4.327 3.788
C -0.635 -4.213 2.406
C -1.383 -2.931 2.219
C -1.531 -2.380 0.961
C -1.894 1.912 0.050
O -1.278 1.765 1.110
H -1.480 4.000 1.351
H -0.981 4.885 -0.125
H -2.657 5.013 0.451
H -4.437 1.935 -4.024
H -4.402 3.677 -3.557
H -3.015 2.952 -4.423
H -1.768 -1.147 -1.375
H -3.417 0.359 1.738
H -3.254 -2.827 5.936
H -1.685 -2.357 6.642
H -3.397 -0.491 6.479
H -1.818 -0.128 5.758
H -3.448 0.638 4.161
H -4.437 -0.805 4.371
H -0.529 -3.905 5.845
H -1.807 -4.746 4.933
H 0.855 -3.657 3.864
H 0.327 -5.351 3.962
H 0.135 -4.286 1.634
H -1.326 -5.056 2.259
H -1.145 -2.902 0.082
C 3.086 -1.015 3.303
C 3.697 -0.510 2.018
O 2.609 -0.182 1.136
C 3.064 0.520 0.056
C 2.066 0.589 -0.987
P 2.528 1.642 -2.297
C 3.928 0.786 -3.093
C 4.128 -0.573 -2.854
C 5.193 -1.246 -3.463
C 6.085 -0.539 -4.284
C 5.900 0.837 -4.494
C 4.825 1.503 -3.900
C 1.127 1.512 -3.441
C 0.592 0.256 -3.703
C -0.532 0.158 -4.519
C -1.105 1.306 -5.066
C -0.571 2.566 -4.784
C 0.549 2.674 -3.965
O 2.805 3.090 -2.041
O 4.213 0.984 0.023
H 3.875 -1.444 3.926
H 2.630 -0.181 3.856
H 2.310 -1.771 3.113
H 4.324 0.371 2.225
H 4.317 -1.289 1.540
H 1.038 0.341 -0.770
H 3.456 -1.104 -2.183
H 5.328 -2.312 -3.270
H 6.929 -1.058 -4.742
H 6.598 1.397 -5.122
H 4.686 2.574 -4.043
H 1.031 -0.636 -3.255
H -0.967 -0.825 -4.694
H -1.996 1.222 -5.691
H -1.034 3.469 -5.185
H 0.965 3.651 -3.718
```

This record from the OMol25 dataset describes C35H38BrCsN9O3 as an isolated structure. The level of theory is ωB97M-V/def2-TZVPD.

Results
Total charge: -1
Electronic energy, Ha: -4668.96152
Energy above the lowest of the compared OMol25 structures with the same formula, charge and spin, kcal per mole: 12.0

```
87
C35H38BrCsN9O3 | the OMol25 dataset | ωB97M-V/def2-TZVPD
Cs 0.319 0.329 0.671
C 0.734 -2.999 -2.148
C 2.221 -3.276 -1.701
C 3.107 -2.068 -1.822
N 2.476 -0.886 -1.484
C 3.286 0.103 -1.375
C 4.664 0.073 -1.712
C 5.712 0.596 -1.079
C 5.734 1.482 -0.013
C 4.586 2.121 0.428
C 3.279 2.215 0.024
C 2.722 1.436 -1.044
N 1.740 1.819 -1.820
C 1.296 3.162 -1.675
C 0.013 3.480 -2.567
C -1.144 2.719 -1.855
N -1.201 1.269 -2.052
C -1.997 0.751 -2.853
C -2.999 1.372 -3.785
C -4.329 1.282 -3.570
C -4.661 0.404 -2.449
C -4.136 -0.700 -1.978
C -3.017 -1.635 -2.517
C -1.864 -0.691 -3.137
N -0.958 -1.029 -3.966
C -0.681 -2.435 -4.337
C 0.661 -2.704 -3.687
H 0.388 -2.087 -1.634
H 0.116 -3.818 -1.764
H 2.652 -4.117 -2.274
H 2.197 -3.608 -0.598
H 3.482 -2.084 -2.889
H 4.047 -2.347 -1.249
H 4.891 -0.652 -2.526
H 6.743 0.344 -1.412
H 6.666 1.607 0.367
H 4.703 2.742 1.312
H 2.597 2.793 0.655
H 2.131 3.835 -1.970
H 1.044 3.451 -0.633
H 0.281 3.118 -3.561
H -0.226 4.489 -2.649
H -2.119 3.187 -2.123
H -1.087 2.867 -0.755
H -2.583 1.972 -4.624
H -5.046 1.871 -4.153
H -5.561 0.531 -1.803
H -4.630 -1.073 -1.027
H -3.323 -2.413 -3.210
H -0.517 -2.387 -5.472
H -1.531 -3.132 -4.206
H 1.288 -1.792 -3.774
H 1.115 -3.460 -4.337
Br 4.813 1.346 7.451
C 3.458 0.837 6.181
C 2.150 1.292 6.318
C 1.166 0.810 5.516
C 1.474 -0.285 4.641
C 2.815 -0.580 4.392
C 3.850 -0.024 5.175
N 0.559 -1.091 3.940
C -0.599 -1.164 4.465
C -1.746 -1.773 3.687
C -3.074 -1.388 3.866
C -4.061 -1.710 2.853
C -3.660 -2.599 1.882
C -2.323 -2.994 1.812
N -1.406 -2.445 2.593
H 2.093 2.013 7.097
H 0.122 1.161 5.710
H 3.063 -1.314 3.614
H 4.821 -0.135 4.805
H -0.838 -0.775 5.441
H -3.448 -0.748 4.719
H -5.038 -1.366 2.856
H -4.299 -2.965 1.131
H -1.993 -3.599 0.924
N -4.148 3.182 0.784
N -3.526 2.832 2.035
C -2.642 1.693 2.035
O -2.052 1.498 3.093
O -2.647 0.953 0.998
H -5.034 2.736 0.689
H -3.602 2.858 -0.001
H -3.017 3.671 2.267
O -2.076 -3.518 -1.789
N -2.442 -2.433 -1.367
```

This record from the OMol25 dataset describes C35H38Cl2N8O4RuSe as an isolated structure. The level of theory is ωB97M-V/def2-TZVPD.

Results
Total charge: +1
Electronic energy, Ha: -5512.15908
⟨S²⟩: 0.757
Energy above the lowest of the compared OMol25 structures with the same formula, charge and spin, kcal per mole: 23.9
2S+1: 2

```
89
C35H38Cl2N8O4RuSe | the OMol25 dataset | ωB97M-V/def2-TZVPD
Ru -1.306 0.924 1.406
Cl -0.251 7.480 -0.397
C -1.014 5.940 -0.213
C -0.524 5.065 0.752
C -1.109 3.818 0.884
N -0.766 2.800 1.789
C 0.042 2.995 2.856
O 0.757 3.952 3.110
C -0.133 1.862 3.817
C 0.587 1.790 4.992
C 0.367 0.724 5.847
C -0.582 -0.224 5.486
C -1.241 -0.087 4.282
N -1.033 0.936 3.443
C -2.209 3.451 0.107
C -2.693 4.327 -0.854
C -2.088 5.572 -1.011
Cl -2.707 6.645 -2.215
N -2.692 2.167 0.417
C -3.714 1.593 -0.242
O -4.371 2.086 -1.153
C -4.032 0.215 0.246
C -4.998 -0.547 -0.392
C -5.303 -1.794 0.125
C -4.643 -2.218 1.271
C -3.683 -1.395 1.826
N -3.366 -0.200 1.319
H 0.299 5.357 1.384
H 1.289 2.584 5.205
H 0.916 0.632 6.774
H -0.807 -1.071 6.117
H -1.981 -0.812 3.977
H -3.541 4.056 -1.459
H -5.495 -0.132 -1.257
H -6.050 -2.419 -0.346
H -4.860 -3.173 1.729
H -3.151 -1.706 2.714
C -1.970 1.043 -3.221
O -0.725 1.659 -2.836
C -0.291 1.531 -1.590
O -0.907 0.861 -0.748
N 0.883 2.176 -1.464
N 1.606 2.225 -0.279
H -1.869 0.821 -4.279
H -2.789 1.737 -3.048
H -2.139 0.133 -2.651
H 1.122 2.775 -2.242
H 1.641 3.173 0.077
H 2.547 1.898 -0.464
C 0.038 -4.501 -3.511
C 0.097 -4.460 -1.989
C -0.967 -3.573 -1.353
C -0.840 -2.092 -1.683
N 0.440 -1.529 -1.251
C 0.787 -1.303 0.024
Se -0.363 -1.436 1.499
N 2.043 -0.829 0.066
C 2.781 -0.513 1.293
C 3.221 -1.764 2.042
C 4.199 -2.649 1.278
C 5.554 -1.998 1.027
C 2.501 -0.675 -1.233
C 3.683 -0.146 -1.744
C 3.795 -0.073 -3.119
C 2.766 -0.509 -3.962
C 1.593 -1.036 -3.458
C 1.479 -1.116 -2.074
H 0.717 -5.255 -3.909
H 0.322 -3.548 -3.964
H -0.968 -4.746 -3.857
H 1.092 -4.139 -1.658
H -0.028 -5.471 -1.598
H -0.951 -3.683 -0.267
H -1.960 -3.894 -1.681
H -1.627 -1.510 -1.200
H -0.903 -1.919 -2.757
H 2.130 0.113 1.903
H 3.641 0.084 0.992
H 2.326 -2.330 2.306
H 3.670 -1.441 2.985
H 3.749 -2.964 0.330
H 4.345 -3.567 1.851
H 5.500 -1.190 0.295
H 6.272 -2.722 0.645
H 5.964 -1.581 1.950
H 4.484 0.196 -1.102
H 4.698 0.332 -3.555
H 2.893 -0.428 -5.033
H 0.801 -1.361 -4.118
```